# 1
Below is a structure of composition C31H53BN7NiOSe, with properties calculated with ωB97M-V with the def2-TZVPD basis set.

Output
Charge ... -1
Spin multiplicity ... 3
Highest occupied orbital energy (spin up / spin down) ... -4.606 / -4.590 eV
Total energy ... -5606.4237 hartree
ΔE to the lowest compared entry with this formula, charge and spin ... 0.493 eV

Positions of all 95 atoms, in Å:
Ni 0.198 -0.279 0.246
C 2.984 1.331 1.023
C 2.785 2.456 0.017
C 4.123 2.812 -0.628
C 1.734 2.214 -1.037
C 1.633 2.886 -2.264
C 0.434 2.482 -2.812
C -0.144 2.866 -4.141
C 0.636 2.179 -5.264
C -0.143 4.382 -4.329
N -0.136 1.606 -1.960
N 0.666 1.438 -0.873
B -1.587 1.055 -1.919
N -1.604 -0.487 -2.139
N -0.977 -1.188 -1.168
C -1.128 -2.478 -1.407
C -1.873 -2.635 -2.579
C -2.165 -1.355 -3.017
C -2.982 -1.094 -4.261
C -2.763 0.224 -4.991
C -4.473 -1.330 -3.999
C -0.548 -3.512 -0.491
C 0.480 -4.376 -1.220
C -1.653 -4.365 0.130
N -2.172 1.387 -0.527
N -1.635 0.866 0.606
C -2.295 1.381 1.632
C -3.279 2.267 1.166
C -3.157 2.255 -0.209
C -3.948 3.019 -1.231
C -4.616 4.242 -0.611
C -4.989 2.114 -1.889
C -1.993 0.968 3.041
C -2.786 -0.295 3.382
C -2.295 2.089 4.031
H 3.684 1.666 1.793
H 3.411 0.451 0.543
H 2.062 1.041 1.523
H 2.433 3.335 0.575
H 4.477 1.979 -1.239
H 4.869 3.008 0.145
H 4.052 3.701 -1.257
H 2.342 3.570 -2.697
H -1.177 2.521 -4.173
H 1.665 2.543 -5.288
H 0.177 2.379 -6.235
H 0.680 1.100 -5.112
H 0.875 4.776 -4.303
H -0.712 4.877 -3.541
H -0.581 4.650 -5.294
H -2.243 1.596 -2.745
H -2.168 -3.554 -3.059
H -2.657 -1.883 -4.948
H -3.245 1.056 -4.481
H -3.194 0.154 -5.993
H -1.704 0.452 -5.094
H -4.878 -0.574 -3.327
H -4.641 -2.306 -3.543
H -5.035 -1.283 -4.935
H -0.043 -2.967 0.311
H 0.015 -4.919 -2.047
H 0.913 -5.110 -0.537
H 1.285 -3.759 -1.618
H -2.194 -4.925 -0.637
H -2.372 -3.744 0.667
H -1.229 -5.084 0.834
H -3.960 2.860 1.752
H -3.256 3.364 -2.005
H -5.346 3.945 0.145
H -5.146 4.813 -1.376
H -3.886 4.897 -0.135
H -5.718 1.777 -1.148
H -4.513 1.233 -2.315
H -5.522 2.641 -2.684
H -0.935 0.704 3.074
H -3.860 -0.118 3.283
H -2.585 -0.611 4.409
H -2.495 -1.105 2.713
H -3.363 2.327 4.049
H -1.753 3.002 3.778
H -2.009 1.791 5.041
Se 4.286 -1.157 -2.368
C 2.789 -1.204 -1.362
N 1.825 -1.210 -0.714
C 0.182 -2.602 3.633
C 1.085 -1.625 2.879
C 2.208 -2.390 2.181
O 0.307 -0.833 2.049
H 0.745 -3.194 4.361
H -0.297 -3.286 2.927
H -0.605 -2.058 4.158
H 1.564 -0.972 3.638
H 1.805 -3.073 1.431
H 2.782 -2.973 2.907
H 2.886 -1.712 1.668

Atoms 1-6, force components in eV/Å:
-0.0750 0.0085 0.0329
0.0438 0.0017 0.0433
0.0083 0.0173 0.0033
0.0255 0.0259 -0.0243
-0.1433 -0.0660 0.0270
-0.0318 0.0246 0.0388

=====

# 2
Below is the molecule C4H6N2, with properties calculated with ωB97M-V with the def2-TZVPD basis set.

Output
Charge ... 0
Highest occupied orbital energy ... -9.016 eV
Total energy ... -265.3554 hartree
ΔE to the lowest compared entry with this formula, charge and spin ... 4.902 eV

Positions of all 12 atoms, in Å:
C -2.064 0.102 -0.012
N -0.626 -0.053 0.026
C 1.863 -1.341 -0.717
C 1.915 -0.188 -0.061
N 1.487 0.934 0.349
C 0.079 0.960 0.314
H -2.428 -0.155 -1.013
H -2.525 -0.599 0.692
H -2.404 1.120 0.233
H 1.981 -2.276 -0.163
H 3.062 -0.448 -0.206
H -0.340 1.944 0.558

Atoms 1-6, force components in eV/Å:
-0.2071 -0.0033 -0.0100
0.2600 0.3740 0.1308
0.1482 0.3559 0.2601
-0.3981 -0.0808 -0.1120
0.1358 -0.2723 -0.0885
-0.2839 -0.1750 -0.0656